1.
DFT (ωB97M-V/def2-TZVPD) results for a structure of composition C32H26ILuN3O8.

```
71
Properties=species:S:1:pos:R:3:forces:R:3
Lu 0.119273 0.010931 -0.367933 0.42 0.31 0.03
C -3.055575 0.749989 -3.115022 -0.13 -0.16 0.06
O -4.100352 -0.006181 -2.488701 0.00 0.25 -0.11
C -3.763000 -1.164732 -1.850252 -0.10 -0.16 -0.06
C -4.541675 -2.272361 -2.107788 -0.03 -0.09 -0.05
C -4.339830 -3.487045 -1.440306 0.06 0.11 0.00
C -3.321692 -3.565850 -0.517402 -0.03 0.01 -0.06
C -2.498185 -2.459788 -0.257553 0.27 -0.31 0.37
C -1.452623 -2.633707 0.747758 -0.31 -0.08 -0.20
N -0.504655 -1.807605 0.963999 0.18 -0.13 0.15
N 0.417588 -2.181487 1.944527 -0.36 -0.05 -0.18
C 1.244932 -1.192667 2.143958 0.26 0.21 0.12
O 1.176533 -0.028847 1.602050 0.38 -0.60 0.31
C 2.423648 -1.505612 3.020863 -0.20 0.13 -0.01
C 2.524297 -2.726730 3.684564 0.08 -0.02 0.06
C 3.647310 -3.015692 4.445228 -0.03 0.05 -0.06
C 4.681503 -2.090142 4.543450 -0.03 0.01 -0.01
C 4.584857 -0.874780 3.879789 -0.08 0.01 -0.07
C 3.456623 -0.581030 3.119383 0.09 -0.03 0.10
C -2.709981 -1.221731 -0.903120 0.31 0.52 0.16
O -2.003933 -0.158184 -0.623858 -0.41 -0.27 -0.28
H -2.596414 1.438376 -2.411011 0.04 0.05 0.06
H -3.537192 1.301672 -3.922179 0.00 0.00 -0.02
H -2.282828 0.095632 -3.518037 0.02 -0.03 0.00
H -5.320245 -2.168332 -2.855219 -0.01 -0.01 0.04
H -4.966544 -4.343953 -1.651959 0.00 0.03 -0.01
H -3.133158 -4.489260 0.021001 -0.01 0.02 -0.02
H -1.463968 -3.544712 1.347839 -0.09 -0.06 0.00
H 1.718144 -3.440804 3.581895 0.01 0.03 0.00
H 3.720885 -3.967819 4.956612 0.00 0.00 0.01
H 5.559265 -2.318817 5.135545 0.01 0.00 0.00
H 5.390595 -0.153788 3.947061 0.00 0.00 0.00
H 3.364769 0.355836 2.582752 -0.01 -0.03 0.02
O -0.778853 3.465148 2.510940 -0.12 -0.26 0.05
C -0.702536 2.713056 1.402838 -0.03 0.08 0.01
O -0.996635 1.549489 1.373226 0.07 -0.05 0.03
C -0.235485 3.494554 0.216374 0.02 0.01 -0.09
O -0.236730 2.652819 -0.910494 0.06 -0.14 -0.09
C 0.888936 2.930939 -1.770611 -0.47 0.22 -0.21
C 2.149204 2.413346 -1.103589 0.23 -0.57 0.18
O 3.097350 3.173554 -0.939455 0.07 -0.12 -0.05
O 2.036955 1.183853 -0.752126 0.03 0.47 0.04
H -1.057523 2.854543 3.213877 0.04 0.14 0.02
H 0.760207 3.896937 0.428669 0.02 -0.03 0.03
H -0.920480 4.335993 0.079327 0.01 0.08 -0.06
H 0.950322 4.001010 -1.966047 -0.02 0.05 -0.04
H 0.694865 2.381117 -2.690810 0.02 0.00 -0.03
I 1.642553 -6.176233 -1.261925 -0.03 -0.13 -0.02
C 2.360214 -4.282360 -0.800224 0.04 0.10 0.02
C 3.655320 -4.095623 -0.339758 -0.02 -0.04 -0.01
C 4.071690 -2.806860 -0.059371 0.03 0.00 0.01
C 3.171576 -1.764883 -0.219775 -0.03 0.06 0.02
N 1.924189 -1.962933 -0.633802 -0.16 0.33 0.13
C 1.521096 -3.191772 -0.942600 0.15 0.05 0.00
H 4.319432 -4.938839 -0.202276 0.00 0.00 -0.02
H 5.071402 -2.606542 0.301768 0.00 -0.02 0.00
H 3.436359 -0.735927 0.003393 -0.05 -0.04 -0.02
H 0.508345 -3.293504 -1.314713 0.00 0.02 0.02
C 0.150216 -0.826800 -2.584993 -0.23 0.15 -0.34
C -0.054678 -1.453284 -3.615333 0.02 -0.27 -0.12
C -0.323585 -2.295844 -4.750988 0.03 0.15 0.07
C -1.278345 -3.314673 -4.654614 -0.08 -0.06 -0.01
C -1.544922 -4.145260 -5.734315 0.03 0.07 0.06
C -0.869238 -3.975939 -6.936329 0.03 0.06 0.05
C 0.074641 -2.961555 -7.047673 -0.02 0.03 0.07
C 0.344893 -2.130190 -5.969343 0.00 -0.04 -0.01
H -1.812843 -3.435645 -3.719399 -0.01 -0.02 -0.01
H -2.289885 -4.925739 -5.635962 0.01 0.00 0.01
H -1.078732 -4.624566 -7.777712 0.00 0.00 -0.01
H 0.604700 -2.816085 -7.981375 0.01 0.00 0.00
H 1.082503 -1.342295 -6.051483 0.00 -0.01 -0.02
```
Positions in Å, forces in eV/Å.

The HOMO-LUMO gap is 7.00 eV. Its charge is -1. The max |F| comes out at 0.77 eV Å⁻¹. The calculated total energy comes out at -3534.653116 hartree. The value obtained for the energy above the lowest of the compared OMol25 structures with the same formula, charge and spin is 0.000 eV.



2.
DFT (ωB97M-V/def2-TZVPD) results for a structure of composition C32H26IrN7O11Si at a distorted geometry.

```
78
Properties=species:S:1:pos:R:3:forces:R:3
Ir 0.781182 -0.700221 -0.437240 0.72 -0.34 -0.10
O 1.308380 0.468037 1.227385 0.10 -0.82 0.18
N 2.401773 1.112854 1.023833 -0.13 0.39 -0.07
N 2.818136 1.118306 -0.162918 -0.02 -0.28 0.12
O 2.234086 0.427569 -1.143095 -0.46 0.86 -0.24
C 3.970347 1.886816 -0.531668 0.00 0.04 -0.03
C 4.320751 2.993697 0.223674 0.03 0.00 0.02
C 5.415948 3.742703 -0.173564 0.00 0.01 0.01
C 6.133959 3.388003 -1.307068 -0.01 -0.01 -0.01
C 5.763580 2.272362 -2.044282 0.00 0.02 0.01
C 4.671640 1.510320 -1.662930 0.02 -0.04 0.03
H 3.747532 3.256122 1.100788 -0.02 0.01 -0.01
H 5.700395 4.613547 0.401606 0.01 0.00 0.00
H 6.980888 3.985055 -1.618375 0.01 -0.01 0.01
H 6.328748 1.986679 -2.920874 0.00 0.00 -0.01
H 4.371574 0.630583 -2.210914 -0.01 0.01 -0.01
O -0.682062 -3.499464 2.122043 0.08 -0.01 0.00
C 0.144764 -2.911673 1.456813 -0.06 -0.09 0.04
O -0.211205 -2.206751 0.415686 -0.25 0.12 -0.31
C 1.606267 -3.032258 1.800680 -0.03 0.16 0.06
C 1.907823 -3.790061 2.913074 0.04 0.03 -0.03
C 3.227562 -3.982606 3.288821 0.01 0.00 0.05
C 4.263460 -3.408239 2.585027 -0.05 0.05 0.04
C 3.965507 -2.627769 1.488294 0.13 -0.10 -0.03
C 2.635054 -2.437962 1.025494 -0.07 -0.15 0.11
O 2.415834 -1.811891 -0.084736 0.07 0.13 -0.28
N 5.114324 -2.005454 0.819340 -0.13 0.05 -0.04
O 6.217333 -2.467775 1.050824 0.03 -0.04 -0.04
O 4.921944 -1.047752 0.095492 0.04 0.03 0.06
N 3.538677 -4.792754 4.466068 -0.03 0.04 -0.06
O 4.711320 -4.936159 4.763406 0.00 -0.01 0.02
O 2.609740 -5.277345 5.081834 0.01 -0.01 0.02
H 1.095236 -4.233442 3.469870 0.00 -0.01 -0.01
H 5.288585 -3.543263 2.890765 0.00 -0.02 0.00
O 0.266737 -0.020566 -3.055758 0.41 -0.05 -0.17
N 0.406374 -1.080466 -2.450773 -1.17 -0.53 0.66
C -0.076063 -2.216010 -2.951528 0.46 -0.19 0.12
C -0.799569 -2.200556 -4.176969 0.11 0.03 -0.08
N -1.409593 -2.196857 -5.152113 -0.01 -0.04 -0.01
C 0.209535 -3.442821 -2.288550 -0.09 -0.06 0.01
N 0.442076 -4.455375 -1.794203 0.03 -0.01 -0.02
C -1.592688 0.886554 2.388687 -0.16 -0.06 0.33
C -2.871389 0.624282 1.596192 0.32 -0.07 -0.79
C -3.914322 1.702603 1.888276 -0.06 -0.15 0.39
C -3.409980 -0.776953 1.900572 0.04 0.04 0.39
Si -2.418717 0.674940 -0.264012 -0.35 0.15 0.62
O -1.006740 -0.036430 -0.614484 0.16 0.84 -0.18
C -2.275608 2.491137 -0.740375 0.21 -0.09 -0.31
C -1.062195 3.134451 -0.477377 -0.01 0.01 -0.01
C -0.868765 4.471855 -0.791061 0.01 0.00 0.02
C -1.890114 5.197644 -1.387303 0.00 0.01 0.00
C -3.094337 4.573894 -1.678164 -0.01 0.01 0.01
C -3.278952 3.234360 -1.361940 -0.02 0.01 0.03
C -3.782186 -0.242010 -1.168700 0.17 0.08 -0.36
C -5.107396 0.194653 -1.252889 0.02 -0.01 0.01
C -6.063408 -0.539249 -1.940195 -0.03 0.02 0.02
C -5.714382 -1.731937 -2.557795 0.00 -0.03 0.00
C -4.407362 -2.187678 -2.481071 -0.01 -0.02 0.03
C -3.455799 -1.447559 -1.793417 -0.04 -0.01 0.02
H -1.786754 0.777964 3.463943 -0.03 0.05 0.00
H -1.207314 1.896808 2.227420 0.03 -0.01 -0.06
H -0.810206 0.173446 2.136915 -0.02 0.00 0.01
H -4.141874 1.714487 2.962450 -0.02 -0.01 -0.01
H -4.856942 1.510561 1.370205 0.01 0.02 -0.05
H -3.563296 2.699879 1.618705 0.00 0.00 -0.03
H -3.559534 -0.894809 2.981805 -0.02 0.02 0.00
H -2.713434 -1.563391 1.595429 -0.01 0.03 -0.04
H -4.369781 -0.953668 1.413100 0.02 -0.02 -0.05
H -0.245896 2.571787 -0.035944 -0.01 0.00 0.03
H 0.082803 4.945165 -0.580549 0.00 0.00 0.00
H -1.742985 6.241312 -1.636751 0.00 0.00 0.00
H -3.888964 5.128968 -2.161985 0.00 0.00 0.00
H -4.218620 2.762467 -1.621850 0.00 0.00 0.00
H -5.410992 1.117405 -0.772031 0.00 0.01 0.00
H -7.083647 -0.178395 -1.994699 0.00 0.00 0.01
H -6.461159 -2.306255 -3.092020 0.00 0.01 -0.01
H -4.125663 -3.118989 -2.956093 0.01 0.01 -0.01
H -2.439979 -1.816465 -1.726252 0.01 0.00 0.00
```
Positions in Å, forces in eV/Å.

As for the spin multiplicity: 2. The HOMO-LUMO gap (spin up / spin down) is 8.08 / 6.88 eV. Its charge is -1. The max |F| comes out at 1.44 eV Å⁻¹. The calculated total energy comes out at -2839.595137 hartree. The value obtained for the energy above the lowest of the compared OMol25 structures with the same formula, charge and spin is 0.000 eV.